1.
Formula: C47H50BCl5N9O3SiY
Source: the Open Molecules 2025 dataset
Level of theory: ωB97M-V with the def2-TZVPD basis set

Values from the calculation:
Gap between HOMO and LUMO (eV): 5.471
Lowest unoccupied orbital energy (hartree): 0.1462
Total charge: -2
Largest force on an atom (eV/Å): 2.10
HOMO level (eV): -1.49

Structure (XYZ):
```
117
Properties=species:S:1:pos:R:3:forces:R:3
Y -0.18659 -0.25012 -0.12470 0.270 0.906 0.670
C -1.27258 -4.53766 2.17944 0.045 -0.103 -0.023
C -1.54216 -3.31361 1.56732 0.025 -0.055 0.078
N -0.41476 -2.71295 1.22306 -0.221 1.023 -0.649
N 0.58769 -3.51035 1.59201 0.159 -0.380 0.177
C 0.10341 -4.62440 2.16499 -0.136 0.027 0.077
B 2.05850 -3.12350 1.39088 -0.224 0.420 -0.238
N 2.38172 -3.00004 -0.10170 0.297 -0.421 0.021
C 3.17167 -3.81691 -0.81614 0.124 -0.068 -0.163
C 3.30995 -3.28825 -2.07954 0.029 -0.039 0.028
C 2.54653 -2.11950 -2.04092 0.100 -0.025 -0.046
N 1.99868 -1.96307 -0.84736 -0.909 0.617 -0.163
N 2.34479 -1.76273 2.04732 0.331 -0.344 0.329
C 3.20097 -1.55098 3.05994 0.092 0.078 0.143
C 3.29145 -0.19395 3.27657 0.097 -0.065 0.016
C 2.43109 0.35930 2.32711 0.123 -0.010 0.111
N 1.86862 -0.59474 1.60100 -0.646 0.385 -0.427
H -1.97472 -5.25253 2.56037 -0.105 -0.120 0.061
H -2.49069 -2.85752 1.36428 -0.144 0.160 -0.045
H 0.75523 -5.39436 2.52777 0.200 -0.079 0.046
H 2.75937 -3.95823 1.88155 0.074 -0.194 0.123
H 3.58413 -4.70838 -0.38680 0.065 -0.135 0.166
H 3.87068 -3.68366 -2.90289 0.095 -0.076 -0.126
H 2.37922 -1.40127 -2.82090 -0.159 0.173 -0.070
H 3.68840 -2.36774 3.55895 0.025 -0.159 -0.025
H 3.88245 0.31917 4.01067 0.070 0.060 0.082
H 2.20265 1.39517 2.16200 -0.164 0.147 -0.086
Cl 4.75587 3.95677 -4.99328 0.255 0.131 -0.060
C 3.54438 2.95934 -4.27848 0.010 0.001 0.020
C 3.69438 2.46922 -2.98088 -0.057 0.039 -0.166
Cl 5.11520 2.85631 -2.09158 0.206 0.051 0.216
C 2.72248 1.67585 -2.41892 -0.435 -0.198 0.001
Cl 2.83109 1.04434 -0.81575 0.371 0.277 -0.026
C 1.51391 1.31122 -3.10520 0.793 0.413 -0.081
O 0.66420 0.55831 -2.58683 -0.746 -0.633 0.780
C 1.40220 1.86970 -4.41970 -0.273 -0.228 0.173
Cl -0.04960 1.53677 -5.28166 -0.181 -0.153 -0.038
C 2.39020 2.64243 -4.98949 0.158 -0.004 0.248
Cl 2.21571 3.21394 -6.60496 -0.073 0.119 -0.236
O -1.41943 1.61131 -1.19753 -0.643 -0.725 0.812
N -2.62759 1.91841 -0.93433 0.542 -0.082 -0.124
N -3.25327 1.16084 -0.10319 1.092 -0.019 -0.470
O -2.76586 0.10295 0.47673 1.063 -0.254 -0.257
C -4.58816 1.50694 0.13841 -1.209 0.225 0.261
C -5.11687 2.71131 -0.32819 0.103 -0.039 -0.003
C -6.43412 3.02580 -0.06000 -0.095 -0.048 0.077
C -7.23285 2.15734 0.67394 -0.105 -0.021 0.017
C -6.70900 0.95537 1.12478 -0.130 0.196 0.014
C -5.39399 0.62653 0.85671 0.530 -0.073 -0.021
H -4.48382 3.37818 -0.89061 0.000 0.052 0.008
H -6.84273 3.96373 -0.41434 0.021 0.018 -0.020
H -8.25862 2.42016 0.89370 -0.071 0.012 0.007
H -7.32476 0.27631 1.70102 0.005 -0.042 -0.026
H -4.95785 -0.30671 1.18310 -0.006 0.021 0.031
C -0.06260 6.05282 3.75795 -0.003 -0.098 -0.086
C 0.07843 4.95847 2.72689 0.135 0.172 -0.112
C 0.55001 5.25781 1.45601 -0.068 0.139 0.069
C 0.68142 4.22698 0.52192 0.071 -0.156 -0.177
C 1.16189 4.50962 -0.87594 0.040 -0.048 0.081
C 0.37318 2.94196 0.88751 0.008 -0.241 -0.094
C -0.15562 2.57455 2.15705 -0.080 -0.025 0.015
C -0.26672 3.66399 3.07036 -0.041 -0.114 0.281
N -0.47099 1.28500 2.32047 -0.019 -0.443 -0.420
C -1.01503 0.79252 3.57678 -0.067 0.024 -0.064
C -1.25049 -0.71346 3.39047 0.095 0.230 0.067
C -1.84420 -1.38049 4.62690 -0.046 -0.365 -0.093
C -3.18762 -0.73946 4.95833 0.069 0.022 0.031
C -2.96856 0.75275 5.18645 -0.315 0.136 0.133
C -1.99863 0.94227 6.35370 -0.018 -0.004 0.026
C -0.65848 0.28189 6.02804 0.150 0.036 0.339
C -0.88156 -1.20975 5.79838 -0.036 0.037 -0.032
C -0.05508 0.92811 4.78211 -0.089 -0.008 -0.066
C -2.39347 1.39789 3.92699 0.079 -0.017 0.014
H 0.27633 7.00681 3.35638 0.015 0.076 0.004
H 0.52951 5.82390 4.64595 0.001 0.025 0.063
H -1.10289 6.16313 4.06964 -0.037 0.021 0.048
H 0.80372 6.27640 1.18609 -0.001 0.057 -0.023
H 0.94157 5.54018 -1.14957 0.002 0.078 -0.092
H 0.68131 3.84094 -1.59140 0.000 0.010 -0.033
H 2.24094 4.36234 -0.95075 0.080 0.001 -0.053
H 0.48623 2.13367 0.15675 0.056 0.625 0.099
H -0.63237 3.51693 4.07748 -0.019 -0.067 -0.054
H -0.29438 -1.18114 3.15381 0.074 0.000 -0.059
H -1.91549 -0.83471 2.53532 -0.041 -0.011 -0.053
H -1.98515 -2.44877 4.41712 0.014 0.057 0.014
H -3.62494 -1.19807 5.85293 -0.020 -0.045 0.016
H -3.87881 -0.89460 4.12799 -0.106 -0.001 -0.066
H -3.92999 1.22924 5.43256 0.109 -0.041 -0.029
H -2.42137 0.50059 7.26385 -0.007 0.016 0.047
H -1.84883 2.00844 6.54013 0.005 0.106 0.039
H 0.02800 0.42000 6.87810 -0.069 -0.001 -0.097
H -1.29178 -1.67114 6.70413 -0.005 -0.052 0.028
H 0.06725 -1.70102 5.56822 0.065 -0.035 0.008
H 0.88418 0.43517 4.52302 0.035 -0.004 -0.015
H 0.17438 1.97014 5.00075 0.048 0.059 -0.053
H -2.32933 2.47530 4.07389 0.002 0.045 -0.054
H -3.05615 1.22233 3.07688 -0.033 0.011 -0.107
C -1.63786 -1.69132 -3.84735 0.129 0.036 0.536
Si -1.33240 -2.02582 -1.94911 -0.681 -1.428 -1.386
C -0.44885 -3.75558 -2.11654 -0.206 0.430 0.181
C -3.12796 -2.57525 -1.45932 0.515 0.062 0.058
C -4.20726 -1.70220 -1.58102 -0.008 0.010 -0.051
C -5.47098 -2.03254 -1.12499 -0.205 0.060 -0.129
C -5.69315 -3.25985 -0.52018 -0.221 -0.066 0.058
C -4.64149 -4.15180 -0.39949 -0.139 -0.209 0.103
C -3.38469 -3.81035 -0.86759 0.017 -0.072 -0.124
H -2.13650 -2.53738 -4.32362 -0.077 -0.172 0.108
H -0.69386 -1.53512 -4.36152 0.229 0.128 -0.044
H -2.24626 -0.80935 -4.02030 -0.102 0.265 -0.012
H -1.04749 -4.47048 -2.67792 -0.236 -0.093 -0.113
H -0.22182 -4.19255 -1.14718 0.054 -0.126 0.243
H 0.49811 -3.65027 -2.63763 0.162 0.103 -0.101
H -4.04918 -0.73364 -2.03583 0.006 0.184 -0.048
H -6.28856 -1.32900 -1.23468 0.003 0.032 0.017
H -6.67907 -3.51899 -0.14872 0.005 0.008 -0.009
H -4.79936 -5.11856 0.06725 -0.016 -0.020 0.016
H -2.57730 -4.51840 -0.74997 0.101 -0.097 0.001
```
Positions in Å, forces in eV/Å.



2.
Formula: C2H6NO2
Source: the Open Molecules 2025 dataset
Level of theory: ωB97M-V with the def2-TZVPD basis set

Values from the calculation:
Gap between HOMO and LUMO (spin up / spin down) (eV): 11.756 / 6.662
Lowest unoccupied orbital energy (spin up / spin down) (hartree): 0.0269 / -0.1470
Multiplicity: 2
Total charge: 0
Relative energy (zero: lowest compared OMol25 entry of this formula, charge and spin) (kJ/mol): 46.09
Largest force on an atom (eV/Å): 5.73
Expectation value of S²: 0.759
HOMO level (spin up / spin down) (eV): -11.02 / -10.66

Structure (XYZ):
```
11
Properties=species:S:1:pos:R:3:forces:R:3
C -0.30967 1.74495 1.47713 -0.097 0.072 -0.115
H -0.80064 2.70360 1.33508 -0.100 0.063 -0.291
H -0.99947 1.12016 2.05825 0.588 0.148 0.323
H 0.67052 1.96735 1.91260 -0.332 -0.435 0.352
H -0.16061 1.22347 0.53603 -0.102 0.581 0.113
N 0.32415 -2.01990 -1.71177 0.154 2.322 2.228
C 0.24163 -0.89745 -0.77913 -1.497 -2.618 -4.872
O 0.97556 -0.98188 0.26219 -0.722 0.918 -0.135
O -0.52855 0.02533 -1.14687 1.755 -0.775 1.981
H 0.95073 -2.76272 -1.49562 0.252 -0.462 -0.046
H -0.36365 -2.12291 -2.44789 0.102 0.186 0.462
```
Positions in Å, forces in eV/Å.